1.
A 3-piece molecular cluster, C32H71Br2FO16P5S overall, computed with ωB97M-V/def2-TZVPD.

Last columns: bonded neighbours and bond lengths (Å).
Atoms and positions in Å:
1 Br -3.20 0.16 -2.35  P4 2.296
2 Br 2.98 2.33 1.54  P5 2.243
3 S 0.77 -2.37 -0.14  P6 2.361, O15 1.469, O18 1.459, C37 1.812
4 P -1.49 -1.32 -1.93  Br1 2.296, P6 2.335, O13 1.654
5 P 0.83 2.28 2.18  Br2 2.243, O21 1.648, C52 1.917
6 P 0.07 -0.17 -0.63  S3 2.361, P4 2.335, P7 2.315, O11 1.697, O12 1.686, C57 1.882
7 P -0.62 1.98 -1.14  P6 2.315, P8 2.162, H59 1.406
8 P 0.92 3.44 -1.58  P7 2.162, O10 1.651, O14 1.464, O23 1.635
9 F -0.41 0.47 4.69  C28 1.410
10 O 0.14 4.45 -2.63  P8 1.651, H96 0.960
11 O 1.05 0.20 0.70  P6 1.697, C52 1.417
12 O -1.26 -0.25 0.40  P6 1.686, C41 1.431
13 O -0.89 -1.58 -3.45  P4 1.654, H122 0.959
14 O 2.19 3.06 -2.20  P8 1.464
15 O -0.28 -3.12 0.57  S3 1.469
16 O 0.49 1.82 -10.83  C29 1.411, C35 1.419
17 O 1.42 -4.03 10.56  C34 1.416, C42 1.409
18 O 2.03 -2.41 0.60  S3 1.459
19 O -1.33 2.31 -6.16  C27 1.423, C50 1.415
20 O 1.34 -0.59 9.92  C47 1.416, C48 1.409
21 O 1.04 2.48 3.80  P5 1.648, H112 0.963
22 O 1.30 -0.90 -12.93  C45 1.407, C56 1.418
23 O 1.20 4.46 -0.34  P8 1.635, H128 0.962
24 O 1.63 -0.88 -9.85  C36 1.421, C49 1.418
25 O 2.74 -1.89 12.35  C40 1.421, C44 1.420
26 C 1.22 -0.35 3.00  C28 1.537, C52 1.542, H67 1.091, H117 1.088
27 C -1.11 0.92 -5.91  O19 1.423, C43 1.528, H82 1.091, H90 1.100
28 C 0.70 -0.37 4.45  F9 1.410, C26 1.537, C32 1.523, H66 1.090
29 C -0.49 2.70 -10.32  O16 1.411, H61 1.096, H104 1.089, H114 1.096
30 C -1.55 -1.23 2.54  C33 1.511, C41 1.550, H100 1.088, H118 1.092
31 C 0.46 1.01 -3.98  C43 1.551, C54 1.524, H95 1.088, H110 1.088
32 C 1.77 -0.08 5.48  C28 1.523, H88 1.090, H107 1.090, H119 1.087
33 C -2.68 -1.99 1.88  C30 1.511, C51 1.371, H58 1.087
34 C 1.43 -3.93 11.97  O17 1.416, C44 1.512, H91 1.100, H126 1.097
35 C 1.49 1.57 -9.86  O16 1.419, C36 1.512, H75 1.096, H101 1.099
36 C 2.28 0.33 -10.22  O24 1.421, C35 1.512, H64 1.092, H85 1.092
37 C 0.99 -3.38 -1.62  S3 1.812, H60 1.088, H98 1.085, H105 1.090
38 C -3.12 1.09 3.25  C39 1.526, C53 1.536, H68 1.095, H120 1.087
39 C -2.15 1.18 2.08  C38 1.526, C41 1.556, H121 1.090, H125 1.096
40 C 3.23 -1.55 11.06  O25 1.421, C47 1.512, H94 1.092, H106 1.091
41 C -1.11 0.06 1.79  O12 1.431, C30 1.550, C39 1.556, C52 1.573
42 C 1.79 -5.32 10.11  O17 1.409, H97 1.097, H102 1.097, H111 1.088
43 C 0.32 0.62 -5.48  C27 1.528, C31 1.551, H74 1.091, H80 1.091
44 C 1.45 -2.48 12.40  O25 1.420, C34 1.512, H79 1.092, H81 1.092
45 C 2.03 -1.40 -14.02  O22 1.407, H69 1.097, H87 1.088, H108 1.097
46 C -5.00 2.32 2.01  C53 1.546, H76 1.089, H86 1.093, H127 1.088
47 C 2.61 -0.30 10.48  O20 1.416, C40 1.512, H78 1.097, H89 1.099
48 C 0.59 0.58 9.70  O20 1.409, H83 1.097, H99 1.096, H123 1.088
49 C 0.55 -1.30 -10.67  O24 1.418, C56 1.513, H77 1.092, H93 1.092
50 C -2.26 2.88 -5.25  O19 1.415, H65 1.091, H92 1.095, H103 1.092
51 C -3.78 -1.50 1.23  C33 1.371, H71 1.086, H73 1.089
52 C 0.41 0.43 1.95  P5 1.917, O11 1.417, C26 1.542, C41 1.573
53 C -4.06 2.31 3.23  C38 1.536, C46 1.546, C55 1.533, H84 1.093
54 C 1.51 0.15 -3.28  C31 1.524, C57 1.535, H70 1.095, H124 1.092
55 C -4.87 2.41 4.53  C53 1.533, H63 1.088, H72 1.090, H109 1.091
56 C 0.98 -1.91 -11.99  O22 1.418, C49 1.513, H115 1.100, H116 1.097
57 C 1.57 -0.08 -1.77  P6 1.882, C54 1.535, H62 1.094, H113 1.093
58 H -2.56 -3.07 1.91  C33 1.087
59 H -1.07 2.59 0.05  P7 1.406
60 H 1.69 -4.16 -1.33  C37 1.088
61 H -1.00 2.24 -9.47  C29 1.096
62 H 2.14 0.72 -1.30  C57 1.094
63 H -4.25 2.75 5.36  C55 1.088
64 H 3.20 0.34 -9.63  C36 1.092
65 H -2.67 3.78 -5.71  C50 1.091
66 H 0.35 -1.38 4.67  C28 1.090
67 H 1.29 -1.38 2.67  C26 1.091
68 H -2.55 1.21 4.18  C38 1.095
69 H 2.99 -1.82 -13.68  C45 1.097
70 H 2.49 0.54 -3.58  C54 1.095
71 H -3.95 -1.62 0.16  C51 1.086
72 H -5.35 1.45 4.72  C55 1.090
73 H -4.51 -0.92 1.78  C51 1.089
74 H 1.01 1.18 -6.11  C43 1.091
75 H 1.03 1.43 -8.87  C35 1.096
76 H -4.91 1.43 1.39  C46 1.089
77 H 0.04 -2.08 -10.10  C49 1.092
78 H 2.51 0.46 11.27  C47 1.097
79 H 0.72 -1.90 11.83  C44 1.092
80 H 0.46 -0.45 -5.64  C43 1.091
81 H 1.16 -2.44 13.45  C44 1.092
82 H -1.81 0.51 -5.19  C27 1.091
83 H 0.38 1.10 10.64  C48 1.097
84 H -3.39 3.18 3.14  C53 1.093
85 H 2.55 0.33 -11.27  C36 1.092
86 H -4.72 3.14 1.35  C46 1.093
87 H 2.23 -0.58 -14.70  C45 1.088
88 H 1.28 0.29 6.38  C32 1.090
89 H 3.26 0.09 9.69  C47 1.099
90 H -1.30 0.38 -6.85  C27 1.100
91 H 0.52 -4.41 12.36  C34 1.100
92 H -1.77 3.18 -4.32  C50 1.095
93 H -0.16 -0.49 -10.83  C49 1.092
94 H 4.30 -1.35 11.21  C40 1.092
95 H 0.66 2.08 -3.99  C31 1.088
96 H -0.38 5.09 -2.15  O10 0.960
97 H 2.82 -5.55 10.41  C42 1.097
98 H 0.03 -3.81 -1.91  C37 1.085
99 H 1.11 1.26 9.01  C48 1.096
100 H -0.71 -1.92 2.54  C30 1.088
101 H 2.17 2.43 -9.83  C35 1.099
102 H 1.11 -6.08 10.51  C42 1.097
103 H -3.08 2.20 -5.02  C50 1.092
104 H -1.22 2.88 -11.11  C29 1.089
105 H 1.42 -2.84 -2.46  C37 1.090
106 H 3.14 -2.39 10.37  C40 1.091
107 H 2.27 -1.01 5.78  C32 1.090
108 H 1.47 -2.18 -14.55  C45 1.097
109 H -5.66 3.14 4.37  C55 1.091
110 H -0.54 0.88 -3.58  C31 1.088
111 H 1.73 -5.32 9.02  C42 1.088
112 H 0.19 2.53 4.26  O21 0.963
113 H 2.27 -0.90 -1.60  C57 1.093
114 H -0.05 3.65 -10.02  C29 1.096
115 H 0.15 -2.51 -12.39  C56 1.100
116 H 1.85 -2.55 -11.82  C56 1.097
117 H 2.25 0.01 3.02  C26 1.088
118 H -1.69 -1.03 3.60  C30 1.092
119 H 2.53 0.61 5.12  C32 1.087
120 H -3.68 0.17 3.36  C38 1.087
121 H -2.72 1.31 1.16  C39 1.090
122 H -1.11 -2.48 -3.70  O13 0.959
123 H -0.36 0.28 9.25  C48 1.088
124 H 1.48 -0.82 -3.78  C54 1.092
125 H -1.64 2.15 2.19  C39 1.096
126 H 2.31 -4.44 12.38  C34 1.097
127 H -6.04 2.51 2.27  C46 1.088
128 H 0.45 5.04 -0.22  O23 0.962

## Properties
LUMO energy in eV: 2.1
HOMO in eV: -5.026
Net charge: -1
E in eV: -267175.714
Maximum force in eV/Å: 2.06
Gap between HOMO and LUMO in eV: 7.13

2.
A 2-piece molecular cluster, C3H8OS overall, computed with ωB97M-V/def2-TZVPD.

Last columns: bonded neighbours and bond lengths (Å).
Atoms and positions in Å:
1 S -1.53 -0.48 -0.02  C4 1.813, C5 1.800
2 O 3.83 -0.55 -1.14  C3 1.202
3 C 3.06 -1.45 -0.90  O2 1.202, H10 1.099, H11 1.105
4 C -2.74 0.76 0.52  S1 1.813, H6 1.086, H9 1.079, H13 1.084
5 C -0.02 0.46 0.25  S1 1.800, H7 1.082, H8 1.089, H12 1.089
6 H -3.72 0.30 0.49  C4 1.086
7 H 0.79 -0.13 0.66  C5 1.082
8 H -0.22 1.26 0.97  C5 1.089
9 H -2.68 1.61 -0.14  C4 1.079
10 H 1.97 -1.30 -0.86  C3 1.099
11 H 3.47 -2.46 -0.72  C3 1.105
12 H 0.32 0.94 -0.66  C5 1.089
13 H -2.54 1.04 1.55  C4 1.084

## Properties
LUMO energy in eV: 0.8
HOMO in eV: -8.638
Net charge: 0
E in eV: -16122.258
Relative energy (zero: lowest compared OMol25 entry of this formula, charge and spin) in kJ/mol: 94.5
Maximum force in eV/Å: 0.76
SMILES: C=O.CSC
Gap between HOMO and LUMO in eV: 9.43